Density functional theory data (the ωB97M-V functional and the def2-TZVPD basis) for a single C7H11NO molecule at a distorted geometry.

Results
Energy relative to the best compared isomer or geometry (same formula, charge and spin) = 76.14 kcal/mol
Gap between HOMO and LUMO = 0.3545 Eh
HOMO level = -8.592 eV
Total energy = -403.21263 a.u.

CARTESIAN COORDINATES (ANGSTROEM)
O -0.5553 1.0855 -1.6170
C -1.1163 -0.0312 -0.8610
C -0.1211 -1.2344 -0.7764
C 1.3159 -1.1431 -1.2089
C 1.0264 -1.2268 0.1844
N 1.0643 0.0483 0.8200
C -0.0916 0.4607 1.5505
C -0.6440 1.8605 1.1673
C -1.2194 0.5837 0.5744
H -0.2255 0.7883 -2.4136
H -2.0196 -0.3500 -1.2910
H -0.4945 -2.3046 -0.8361
H 1.8060 -1.9997 -1.7351
H 1.7103 -0.1865 -1.5816
H 1.2487 -2.0177 0.8249
H 1.8669 0.2948 1.3426
H -0.2530 0.0171 2.5344
H -1.1278 2.5707 1.8160
H 0.0198 2.3009 0.4786
H -2.1903 0.4835 1.0277

Taken from the Löwdin analysis, the atomic charges in e are: number 1, O, carries -0.02; number 2, C, carries -0.20; number 3, C, carries -0.14; number 4, C, carries -0.09; number 5, C, carries -0.31; number 6, N, carries 0.00; number 7, C, carries -0.26; number 8, C, carries -0.03; number 9, C, carries -0.18; number 10, H, carries 0.04; number 11, H, carries 0.12; number 12, H, carries 0.15; number 13, H, carries 0.12; number 14, H, carries 0.12; number 15, H, carries 0.13; number 16, H, carries 0.12; number 17, H, carries 0.13; number 18, H, carries 0.09; number 19, H, carries 0.08; number 20, H, carries 0.12